110
Properties=species:S:1:pos:R:3:mulliken_charge:R:1 method="wB97M-V/def2-TZVPD" multiplicity=1 lumo_energy_ev=1.46 relative_energy_kcal_mol=0.0 e_tot_ev=-69326.2964 homo_ev=-4.558 orbital_gap_ha=0.2211 total_charge=-1
C -2.137 -0.918 -0.608 -1.907
C -0.787 -0.680 -1.299 4.233
C -0.664 0.781 -1.681 -1.301
C -0.262 1.739 -0.568 -0.235
C 0.939 1.215 0.189 -1.258
C 0.771 -0.230 0.625 2.403
N 0.325 -1.049 -0.471 0.987
O 0.454 -2.421 -0.320 0.122
C -0.129 -0.288 1.879 -0.858
C 2.139 -0.720 1.075 -0.855
C -0.862 -1.489 -2.578 -3.186
H -2.949 -0.731 -1.318 -0.037
H -2.272 -0.268 0.259 0.653
H -2.261 -1.920 -0.199 0.167
H -1.675 1.083 -1.989 -0.253
H -0.051 1.002 -2.560 0.739
H -1.083 1.904 0.143 -0.289
H -0.109 2.727 -1.008 0.614
H 1.179 1.881 1.019 0.009
H 1.798 1.264 -0.497 0.528
H -0.295 -1.301 2.244 0.005
H -1.110 0.146 1.663 -0.206
H 0.284 0.326 2.686 0.211
H 2.091 -1.747 1.448 -0.211
H 2.490 -0.215 1.989 -0.528
H 2.921 -0.660 0.320 0.512
H -1.713 -1.134 -3.160 0.066
H -0.943 -2.560 -2.430 0.726
H 0.048 -1.196 -3.117 0.597
O -2.666 2.883 -3.789 -0.657
H -3.404 2.915 -3.168 0.345
H -2.652 1.959 -4.063 0.226
O -1.727 -4.008 -4.692 -0.651
H -0.906 -4.413 -5.004 0.289
H -2.337 -4.747 -4.555 0.293
O 3.701 -3.578 3.566 -0.655
H 4.573 -3.810 3.218 0.305
H 3.087 -3.654 2.811 0.376
O -3.792 2.905 2.325 -0.710
H -4.203 3.777 2.377 0.286
H -3.893 2.621 1.368 0.489
O -3.802 -2.074 -5.121 -0.635
H -3.912 -1.903 -6.063 0.309
H -3.045 -2.693 -5.060 0.369
O 0.156 -2.809 4.344 -0.736
H 0.399 -3.189 3.481 0.274
H 0.874 -2.158 4.476 0.441
O -4.273 0.398 -3.523 -0.642
H -4.878 0.218 -2.788 0.299
H -3.879 -0.467 -3.736 0.314
O 5.357 -1.156 3.311 -0.702
H 5.556 -0.587 2.524 0.466
H 4.455 -1.481 3.183 0.295
O 3.112 -3.292 -0.551 -0.840
H 2.288 -2.778 -0.303 0.146
H 3.180 -3.983 0.119 0.248
O 1.346 5.874 -0.611 -0.624
H 1.323 6.829 -0.730 0.264
H 1.010 5.719 0.297 0.390
O -3.771 2.047 -0.373 -0.925
H -3.261 2.890 -0.443 0.314
H -3.113 1.345 -0.569 0.132
O 1.360 -3.832 -2.851 -0.873
H 1.802 -3.806 -1.989 0.350
H 0.696 -3.146 -2.745 0.145
O 2.972 -0.904 -2.132 -0.825
H 2.100 -0.729 -1.731 0.067
H 3.131 -1.803 -1.824 0.426
O -0.400 -4.879 -0.739 -0.779
H -0.319 -3.937 -0.463 0.179
H 0.129 -4.927 -1.553 0.511
O -3.761 -1.035 2.112 -0.723
H -3.027 -1.684 1.971 0.365
H -3.544 -0.596 2.941 0.289
O 0.121 1.093 -5.517 -0.642
H -0.836 1.204 -5.556 0.291
H 0.250 0.257 -5.044 0.322
O 2.753 4.393 -2.587 -0.640
H 2.103 4.058 -3.218 0.319
H 2.226 4.729 -1.832 0.362
O 2.216 -0.734 4.782 -0.727
H 2.614 -0.446 3.945 0.386
H 2.917 -1.247 5.213 0.335
O 0.288 5.548 2.053 -0.666
H -0.058 4.712 2.445 0.365
H 0.878 5.918 2.722 0.296
O 4.417 2.849 1.298 -0.761
H 3.920 2.675 2.141 0.410
H 3.725 3.010 0.640 0.310
O -1.259 3.615 3.397 -0.713
H -2.005 3.205 2.900 0.382
H -1.123 3.041 4.161 0.310
O 5.718 0.351 0.940 -0.726
H 5.089 1.097 1.125 0.396
H 5.862 0.394 -0.014 0.317
O 2.782 2.248 3.518 -0.568
H 3.126 2.502 4.387 0.233
H 1.820 2.345 3.587 0.239
O -5.812 -1.429 0.207 -0.668
H -6.281 -0.641 0.496 0.299
H -4.990 -1.428 0.755 0.435
O -2.604 4.630 -0.766 -0.553
H -3.060 5.091 -1.483 0.256
H -2.263 5.326 -0.188 0.250
O -1.696 -3.104 1.963 -0.849
H -1.184 -2.850 1.163 0.191
H -1.020 -3.348 2.613 0.272
O 1.196 -3.924 1.957 -0.760
H 1.069 -4.767 1.498 0.347
H 0.921 -3.234 1.304 0.275